# 1
Computed, not measured: a cluster of 2 separate species, C4H7N3O in total, with ωB97M-V/def2-TZVPD.

Atoms and positions in Å:
1 C -0.19380 1.78067 -0.04921
2 C 0.15212 0.23250 -0.13927
3 C 2.10501 -1.12865 -0.02674
4 C -1.90977 -0.60531 -0.01135
5 H -0.10005 2.00459 1.22747
6 H 0.87279 2.38268 -0.56453
7 H -1.58674 1.90030 -0.49170
8 H 1.92779 0.97665 0.29034
9 H 1.53101 -2.02634 -0.35767
10 H -2.24459 0.51310 0.23604
11 H -1.95675 -2.50163 -0.06020
12 N 1.34267 0.03284 -0.14059
13 N -0.63560 -0.68345 0.06628
14 N -2.59011 -1.70517 -0.02887
15 O 3.28604 -1.17277 0.04999

Results
energy	-10773.3810	eV
gap between HOMO and LUMO	9.33	eV
E_HOMO	-9.319	eV
relative energy (zero: lowest compared OMol25 entry of this formula, charge and spin)	614.3	kJ/mol
M	113.120	g/mol

Here are the natural (NBO) charges for atoms 1 to 4, given in e: -0.742, 0.467, 0.553, 0.266



# 2
Computed, not measured: a structure of composition C21H46HoIN4OSi4Te, with ωB97M-V/def2-TZVPD.

Atoms and positions in Å:
1 C 6.12931 0.60839 -2.67950
2 I 5.67476 -2.89196 -1.45860
3 H 7.08063 0.76734 -2.10394
4 H 5.14405 1.16275 -2.52137
5 H 6.37022 0.25191 -3.68688
6 C 0.02512 -1.99678 -2.96562
7 C 0.64702 -3.02703 -2.35301
8 N 1.91805 -2.63585 -2.02065
9 C 2.14290 -1.33807 -2.56348
10 N 0.91908 -0.94630 -3.04392
11 H -0.99865 -1.92258 -3.32752
12 H 0.34829 -4.02873 -2.16144
13 C 3.12320 2.54774 0.15793
14 C 3.12769 0.70486 -1.12277
15 N 2.61129 1.94824 -0.96785
16 H 4.82748 1.93618 1.45488
17 N 4.04386 0.58158 -0.05173
18 H 2.76565 3.53001 0.45789
19 Ho 3.13872 -1.58880 -0.36766
20 C 3.17656 -0.20688 -2.38216
21 O 3.66607 0.20968 -3.44685
22 C 4.05892 1.74393 0.70713
23 C 5.25970 -0.23078 0.08074
24 H 5.08593 -1.29642 0.46779
25 H 6.03433 0.32052 0.67866
26 H 5.74989 -0.22080 -0.93080
27 C 1.48355 2.51779 -1.67350
28 H 1.45900 3.58131 -1.42519
29 H 0.57595 2.02601 -1.29757
30 H 1.58128 2.42797 -2.75879
31 C 0.39642 0.44744 -3.36693
32 H -0.39991 0.39933 -4.17909
33 H 1.27960 1.07579 -3.70295
34 H -0.12187 0.83656 -2.41198
35 C 2.73322 -3.78770 -1.53228
36 H 3.13177 -4.27411 -2.45849
37 H 2.06828 -4.47898 -0.92449
38 H 3.65097 -3.55888 -0.82483
39 C -1.76540 3.14363 -0.48435
40 Si -2.81258 1.59005 -0.17308
41 C -4.38834 2.15673 0.68434
42 C -3.34105 0.77878 -1.79829
43 Si -1.61736 0.03557 1.19762
44 Te 0.77693 -1.04994 1.37523
45 Si -1.85762 0.92113 3.35055
46 C -3.64881 0.83149 3.95168
47 C -0.80262 -0.08962 4.54141
48 C -1.28450 2.69282 3.32085
49 Si -2.92387 -1.89406 1.18433
50 C -4.75425 -1.48548 1.22181
51 C -2.53779 -2.88827 -0.35285
52 C -2.45893 -2.91487 2.72546
53 H -2.42035 4.03004 -0.40694
54 H -1.33157 3.11901 -1.49858
55 H -0.95153 3.24138 0.25491
56 H -4.95277 2.77167 -0.03874
57 H -5.03575 1.32327 0.99045
58 H -4.18435 2.78045 1.56711
59 H -2.52521 0.76956 -2.52568
60 H -3.69304 -0.24718 -1.65548
61 H -4.16120 1.37321 -2.21726
62 H -4.05823 -0.19049 3.94426
63 H -3.63856 1.18634 4.99686
64 H -4.32298 1.48185 3.37578
65 H 0.22808 -0.24999 4.16444
66 H -0.74040 0.49254 5.48638
67 H -1.24383 -1.08095 4.76580
68 H -0.24629 2.77518 2.98107
69 H -1.90082 3.33474 2.68379
70 H -1.33757 3.08017 4.34653
71 H -5.07145 -0.87916 0.35649
72 H -5.29752 -2.44814 1.16898
73 H -5.07957 -0.96661 2.13886
74 H -1.47515 -3.09127 -0.43984
75 H -3.06605 -3.83645 -0.28186
76 H -2.85757 -2.37750 -1.25492
77 H -1.38063 -3.14223 2.73811
78 H -2.72456 -2.41058 3.66962
79 H -3.02331 -3.86151 2.65197

Results
energy	-103224.3399	eV
total charge	-2
gap between HOMO and LUMO (alpha / beta)	2.42 / 2.39	eV
E_HOMO (alpha / beta)	1.536 / 1.562	eV
2S+1	5
M	902.404	g/mol

Here are the Löwdin charges for atoms 1 to 4, given in e: -0.233, 0.278, -0.124, -0.077